1.
This record from OMol25 describes a 3-piece molecular cluster, C2H10NO2S overall at a distorted geometry. The level of theory is the ωB97M-V functional and the def2-TZVPD basis.

Summary:
- Energy: -685.615764 a.u.
- Frontier orbital gap: 5.305 eV
- LUMO energy: 0.0975 Ha
- Net charge: -1
- Energy relative to the best compared isomer or geometry (same formula, charge and spin): 136.3 kJ/mol

```
16
C2H10NO2S | OMol25 | the ωB97M-V functional and the def2-TZVPD basis
C -0.75 -0.40 -0.84
C 0.71 0.01 -1.04
S 1.82 -1.42 -1.25
N -0.91 -1.57 0.13
H -1.39 0.52 -0.44
H -1.17 -0.63 -1.84
H 0.68 0.88 -1.69
H 1.17 0.56 -0.12
H -1.08 -2.38 -0.58
H -0.04 -1.69 0.64
H -2.90 5.86 1.27
H -3.27 4.35 1.24
O -3.21 5.10 0.66
H 2.87 -3.38 0.95
H 3.73 -2.42 1.59
O 3.75 -3.37 1.32
```

2.
This record from OMol25 describes a 3-piece molecular cluster, C2H10NO3 overall at a distorted geometry. The level of theory is the ωB97M-V functional and the def2-TZVPD basis.

Summary:
- Energy: -362.642822 a.u.
- Frontier orbital gap: 8.314 eV
- LUMO energy: 0.1458 Ha
- Net charge: -1
- Energy relative to the best compared isomer or geometry (same formula, charge and spin): 169.5 kJ/mol

```
16
C2H10NO3 | OMol25 | the ωB97M-V functional and the def2-TZVPD basis
C 0.69 -0.48 -0.26
O -0.28 -0.60 0.79
C 0.42 0.85 -1.03
N 1.56 1.73 -0.90
H 0.76 -1.29 -1.03
H 1.71 -0.37 0.15
H -0.50 1.30 -0.66
H 0.39 0.74 -2.16
H 2.20 1.25 -1.58
H 2.15 1.72 -0.09
H -0.87 -0.24 1.77
H -0.82 1.00 2.99
O -1.23 0.11 2.99
H -2.84 -2.11 -0.16
H -1.37 -1.51 -0.17
O -1.99 -2.11 -0.66
```

3.
This record from OMol25 describes a 3-piece molecular cluster, C2H10NO3 overall at a distorted geometry. The level of theory is the ωB97M-V functional and the def2-TZVPD basis.

Summary:
- Energy: -362.683081 a.u.
- Frontier orbital gap: 8.362 eV
- LUMO energy: 0.1560 Ha
- Net charge: -1
- Energy relative to the best compared isomer or geometry (same formula, charge and spin): 63.8 kJ/mol

```
16
C2H10NO3 | OMol25 | the ωB97M-V functional and the def2-TZVPD basis
C 1.23 0.12 0.27
O -0.12 0.36 0.62
C 1.12 -0.23 -1.24
N 0.07 0.55 -1.89
H 1.81 0.99 0.49
H 1.62 -0.69 0.94
H 1.99 -0.07 -1.92
H 0.93 -1.33 -1.38
H -0.60 0.62 -1.11
H 0.44 1.53 -1.98
H -0.93 0.95 1.98
H -1.65 0.40 3.08
O -1.55 1.22 2.71
H -1.63 -1.90 -0.85
H -0.95 -0.94 0.19
O -1.76 -1.58 0.08
```

4.
This record from OMol25 describes a 3-piece molecular cluster, C2H10NO3 overall at a distorted geometry. The level of theory is the ωB97M-V functional and the def2-TZVPD basis.

Summary:
- Energy: -362.686058 a.u.
- Frontier orbital gap: 8.826 eV
- LUMO energy: 0.1593 Ha
- Net charge: -1
- Energy relative to the best compared isomer or geometry (same formula, charge and spin): 56.0 kJ/mol

```
16
C2H10NO3 | OMol25 | the ωB97M-V functional and the def2-TZVPD basis
C 0.77 -0.51 0.46
O 0.41 0.82 0.38
C -0.14 -1.29 1.40
N -1.56 -1.31 0.89
H 0.68 -1.11 -0.54
H 1.85 -0.65 0.70
H 0.10 -2.33 1.37
H -0.31 -0.93 2.41
H -1.93 -0.37 1.06
H -1.48 -1.13 -0.12
H -0.37 0.92 -0.70
H -1.51 2.02 -0.91
O -0.96 1.50 -1.50
H 0.99 1.46 -2.20
H 1.57 1.39 -0.89
O 1.89 1.51 -1.82
```

5.
This record from OMol25 describes a 3-piece molecular cluster, C2H10NO3 overall at a distorted geometry. The level of theory is the ωB97M-V functional and the def2-TZVPD basis.

Summary:
- Energy: -362.692611 a.u.
- Frontier orbital gap: 7.939 eV
- LUMO energy: 0.1556 Ha
- Net charge: -1
- Energy relative to the best compared isomer or geometry (same formula, charge and spin): 38.8 kJ/mol

```
16
C2H10NO3 | OMol25 | the ωB97M-V functional and the def2-TZVPD basis
C 0.29 1.19 0.42
O -0.23 0.93 -0.80
C 0.77 -0.10 1.17
N -0.22 -1.14 1.33
H -0.36 1.82 1.09
H 1.22 1.83 0.39
H 1.15 0.26 2.14
H 1.61 -0.41 0.56
H -0.37 -1.58 0.43
H -1.12 -0.75 1.55
H 0.68 -0.93 -1.51
H 2.18 -1.15 -1.29
O 1.44 -1.48 -1.82
H -2.49 0.01 -1.77
H -1.80 0.83 -0.75
O -2.75 0.67 -1.12
```

6.
This record from OMol25 describes a 2-piece molecular cluster, C2H10NS overall. The level of theory is the ωB97M-V functional and the def2-TZVPD basis.

Summary:
- Energy: -534.888775 a.u.
- Frontier orbital gap: 9.912 eV
- LUMO energy: -0.1402 Ha
- Net charge: +1
- Energy relative to the best compared isomer or geometry (same formula, charge and spin): 0.0 kJ/mol

```
14
C2H10NS | OMol25 | the ωB97M-V functional and the def2-TZVPD basis
N 0.27 -2.03 -1.06
H 1.11 -1.73 -0.57
H -0.53 -1.40 -0.77
H 0.42 -1.92 -2.07
H 0.09 -3.02 -0.86
C 0.85 1.18 0.60
C -0.60 1.18 1.07
S -1.77 0.20 0.05
H 0.89 1.42 -0.46
H 1.37 0.24 0.78
H 1.40 1.95 1.14
H -0.72 0.75 2.06
H -0.99 2.19 1.11
H -1.77 0.99 -1.03
```

7.
This record from OMol25 describes a 2-piece molecular cluster, C2H10NS overall at a distorted geometry. The level of theory is the ωB97M-V functional and the def2-TZVPD basis.

Summary:
- Energy: -534.335255 a.u.
- 2S+1: 2
- Frontier orbital gap (alpha / beta): 11.742 / 7.234 eV
- LUMO energy (alpha / beta): -0.3414 / -0.5032 Ha
- Net charge: +2
- Energy relative to the best compared isomer or geometry (same formula, charge and spin): 205.5 kJ/mol

```
14
C2H10NS | OMol25 | the ωB97M-V functional and the def2-TZVPD basis
N -2.43 0.88 0.11
H -1.45 0.48 -0.10
H -2.22 1.40 0.94
H -3.03 0.06 0.15
H -2.94 1.39 -0.71
C 1.52 -0.70 -0.98
C 1.19 -0.82 0.48
S 0.26 0.77 1.05
H 0.75 -0.62 -1.64
H 2.32 -0.01 -1.10
H 2.04 -1.64 -1.35
H 2.05 -1.02 1.17
H 0.50 -1.58 0.55
H 1.45 1.40 1.42
```

8.
This record from OMol25 describes a 2-piece molecular cluster, C2H10NS2 overall at a distorted geometry. The level of theory is the ωB97M-V functional and the def2-TZVPD basis.

Summary:
- Energy: -932.585763 a.u.
- 2S+1: 2
- Frontier orbital gap (alpha / beta): 9.963 / 6.482 eV
- LUMO energy (alpha / beta): -0.3476 / -0.4742 Ha
- Net charge: +2
- Energy relative to the best compared isomer or geometry (same formula, charge and spin): 173.4 kJ/mol

```
15
C2H10NS2 | OMol25 | the ωB97M-V functional and the def2-TZVPD basis
C -2.38 0.87 0.66
N -2.01 -0.13 -0.50
H -3.46 0.87 0.71
H -1.98 1.79 0.25
H -1.94 0.46 1.56
H -2.41 -1.03 -0.21
H -2.35 0.06 -1.44
H -0.97 -0.16 -0.49
C 3.14 -0.33 0.68
S 1.38 -0.13 0.50
S 1.30 0.15 -1.63
H 3.73 0.59 0.77
H 3.27 -1.04 1.50
H 3.49 -0.85 -0.23
H 1.18 -1.12 -2.12
```